Entry from the OMol25 dataset: a cluster of 2 separate species, C9H15BNO in total (wB97M-V/def2-TZVPD).

Calculated values
**E_LUMO**: -3.85 eV
**Energy**: -13780.255 eV
**Energy relative to the best compared isomer or geometry (same formula, charge and spin)**: 324.3 kJ/mol
**HOMO energy**: -12.195 eV
**Charge**: +1
**Kohn-Sham gap**: 0.307 Eh

CARTESIAN COORDINATES (ANGSTROEM)
B -0.260 0.935 -2.333
C 1.610 -0.658 0.524
C 2.033 0.685 0.559
C 0.326 -1.014 0.663
C 1.154 1.666 0.360
C 0.420 -0.790 -3.993
C 0.093 -0.536 -2.715
C -0.789 -0.017 0.727
C -0.344 1.359 0.216
C -1.424 0.137 2.121
N -1.228 -1.150 2.830
O -0.524 1.653 -1.185
H -0.235 2.005 -3.499
H 2.518 -1.334 0.386
H 2.987 1.076 0.760
H 0.287 -2.138 0.723
H 1.467 2.681 0.251
H 0.640 -1.886 -4.217
H 0.650 0.033 -4.682
H 0.314 -1.326 -2.066
H -1.620 -0.387 0.044
H -0.987 2.065 0.706
H -2.485 0.418 1.851
H -1.038 0.912 2.771
H -1.561 -1.141 3.856
H -0.210 -1.362 2.816
H -1.794 -1.884 2.530



Entry from the OMol25 dataset: an isolated molecule of C13H15BrN2O4 (wB97M-V/def2-TZVPD).

Calculated values
**SMILES**: CCOC(=O)Cn1c(C)c(Br)c(COC)c(C#N)c1=O
**E_LUMO**: -0.55 eV
**Energy**: -94936.645 eV
**Energy relative to the best compared isomer or geometry (same formula, charge and spin)**: 0.0 kJ/mol
**HOMO energy**: -8.805 eV
**Kohn-Sham gap**: 0.303 Eh

CARTESIAN COORDINATES (ANGSTROEM)
C -0.954 0.497 -3.124
C 0.406 1.174 -3.103
O 1.013 0.951 -1.825
C 2.302 0.638 -1.778
O 3.028 0.507 -2.725
C 2.755 0.465 -0.330
N 1.653 0.134 0.545
C 1.073 -1.091 0.495
C 1.708 -2.115 -0.385
C -0.049 -1.333 1.258
Br -0.854 -3.066 1.218
C -0.616 -0.330 2.071
C -1.905 -0.511 2.841
O -2.968 0.205 2.261
C -3.406 -0.316 1.030
C 0.000 0.900 2.107
C -0.516 1.944 2.908
N -0.915 2.787 3.573
C 1.186 1.203 1.340
O 1.779 2.261 1.335
H -1.578 0.890 -2.325
H -0.850 -0.577 -2.993
H -1.439 0.689 -4.077
H 0.306 2.255 -3.234
H 1.068 0.778 -3.880
H 3.565 -0.263 -0.278
H 3.128 1.442 0.012
H 1.112 -3.021 -0.433
H 1.838 -1.736 -1.397
H 2.693 -2.379 0.002
H -2.165 -1.575 2.930
H -1.790 -0.089 3.844
H -4.268 0.281 0.739
H -2.636 -0.235 0.253
H -3.705 -1.367 1.125



Entry from the OMol25 dataset: a structure of composition C54H52FGeN4NiO3P (wB97M-V/def2-TZVPD).

Calculated values
**E_LUMO (alpha / beta)**: -5.78 / -5.77 eV
**Energy**: -178497.033 eV
**HOMO energy (alpha / beta)**: -12.515 / -12.513 eV
**Charge**: +2
**Kohn-Sham gap (alpha / beta)**: 0.248 / 0.248 Eh

CARTESIAN COORDINATES (ANGSTROEM)
Ni 1.121 -1.301 0.007
C -6.305 0.281 1.086
C -5.697 0.197 -0.307
N -4.232 0.298 -0.278
C -3.516 -0.841 -0.228
C -2.158 -0.926 -0.149
C -1.621 -2.352 -0.143
O -2.427 -3.259 -0.226
O -0.351 -2.548 -0.024
C -1.390 0.282 -0.128
O -0.145 0.357 -0.122
C -2.176 1.519 -0.130
C -1.520 2.749 -0.058
C -2.220 3.918 -0.046
F -1.528 5.073 0.086
C -3.624 3.952 -0.130
C -4.272 2.728 -0.213
C -3.575 1.512 -0.204
N -4.366 5.147 -0.163
C -3.724 6.448 -0.342
C -4.807 7.498 -0.624
N -5.956 6.820 -1.306
C -6.666 5.888 -0.358
C -5.618 5.259 0.565
H -7.387 0.174 1.030
H -6.071 1.232 1.567
H -5.916 -0.520 1.715
H -6.091 0.971 -0.964
H -5.938 -0.758 -0.770
H -4.069 -1.772 -0.268
H -0.441 2.771 0.017
H -5.348 2.717 -0.299
H -3.041 6.390 -1.187
H -3.150 6.774 0.529
H -4.422 8.286 -1.266
H -5.199 7.954 0.283
H -5.583 6.273 -2.084
H -6.611 7.501 -1.693
H -7.187 5.146 -0.959
H -7.399 6.466 0.204
H -5.971 4.288 0.898
H -5.486 5.871 1.465
N 1.525 -1.027 1.676
C 1.497 -1.006 2.931
C 0.281 -1.477 3.645
C -0.138 -0.819 4.800
C -1.281 -1.250 5.452
C -2.002 -2.331 4.960
C -1.580 -2.988 3.811
C -0.440 -2.562 3.150
C 2.654 -0.494 3.714
C 3.303 0.672 3.318
C 4.375 1.147 4.058
C 4.807 0.449 5.177
C 4.167 -0.723 5.561
C 3.085 -1.193 4.837
H 0.423 0.023 5.183
H -1.606 -0.746 6.353
H -2.887 -2.669 5.481
H -2.134 -3.834 3.428
H -0.095 -3.080 2.265
H 2.954 1.210 2.446
H 4.870 2.062 3.764
H 5.641 0.822 5.756
H 4.509 -1.269 6.429
H 2.587 -2.110 5.130
Ge 3.549 -1.542 0.252
C 4.575 -1.883 -1.386
C 5.140 -0.781 -2.024
C 5.994 -0.961 -3.103
C 6.296 -2.243 -3.541
C 5.769 -3.346 -2.883
C 4.909 -3.167 -1.810
C 3.985 -2.930 1.537
C 3.347 -4.168 1.546
C 3.727 -5.145 2.455
C 4.747 -4.889 3.361
C 5.389 -3.658 3.357
C 5.008 -2.679 2.450
H 4.106 -0.183 0.703
H 4.928 0.221 -1.671
H 6.424 -0.100 -3.597
H 6.963 -2.378 -4.383
H 6.039 -4.346 -3.194
H 4.543 -4.038 -1.278
H 2.539 -4.376 0.850
H 3.232 -6.108 2.455
H 5.046 -5.651 4.069
H 6.185 -3.457 4.063
H 5.516 -1.721 2.449
C 1.600 -3.480 -2.497
P 1.170 -1.757 -2.163
C 2.170 -0.644 -3.190
C 2.462 -0.931 -4.520
C 3.126 0.004 -5.297
C 3.475 1.237 -4.759
C 3.160 1.538 -3.442
C 2.512 0.595 -2.656
C -0.453 -1.542 -2.967
C -0.902 -0.237 -3.187
C -2.089 -0.008 -3.859
C -2.844 -1.079 -4.322
C -2.410 -2.375 -4.098
C -1.219 -2.610 -3.421
H 1.726 -3.661 -3.563
H 0.794 -4.100 -2.104
H 2.516 -3.736 -1.981
H 2.170 -1.879 -4.954
H 3.363 -0.221 -6.329
H 3.995 1.962 -5.370
H 3.424 2.504 -3.031
H 2.258 0.824 -1.626
H -0.303 0.599 -2.846
H -2.417 1.009 -4.038
H -3.762 -0.904 -4.868
H -2.993 -3.214 -4.453
H -0.916 -3.631 -3.243